# C24H34N4O

An isolated molecule of C24H34N4O (ωB97M-V/def2-TZVPD, OMol25).

Geometry as ORCA input:
```
! RIJCOSX wB97M-V def2-TZVPD def2/J DEFGRID3
* xyz 0 1
C 3.36499 1.40522 2.59900
C 3.34246 2.90010 2.47834
C 4.67531 3.54883 2.71634
C 2.26476 3.61885 2.18719
C 0.88864 3.09416 1.90126
C 0.76307 2.68475 0.42922
C -0.59766 2.07063 0.07805
C -0.75430 2.06038 -1.44401
C -0.73236 0.65455 0.66670
N -2.01261 0.43585 1.32323
C -3.15504 0.36571 0.43625
C -3.15036 -0.88328 -0.45745
C -3.06648 -2.14666 0.40273
N -2.90839 -3.33438 -0.41160
N -3.69852 -4.37527 -0.18001
C -3.33000 -5.32909 -1.01160
C -2.26693 -4.90590 -1.81415
C -2.01607 -3.61450 -1.39635
N -1.07622 -2.69382 -1.89198
C 0.16689 -2.51564 -1.35661
O 0.52626 -3.07415 -0.34078
C 1.01758 -1.50889 -2.05700
C 1.96597 -0.84213 -1.28353
C 2.77219 0.12925 -1.84441
C 2.65005 0.43551 -3.19019
C 1.72980 -0.24261 -3.97230
C 0.91415 -1.21031 -3.41205
C -1.95049 -2.05842 1.45041
C -2.01857 -0.72045 2.19823
H 3.81896 1.11328 3.54558
H 2.37157 0.97321 2.54171
H 3.97152 0.97775 1.80000
H 5.41973 3.14726 2.02902
H 4.62076 4.62570 2.58043
H 5.01929 3.34366 3.73005
H 2.37134 4.69292 2.10422
H 0.65948 2.24362 2.54413
H 0.15256 3.87114 2.11576
H 0.92287 3.57179 -0.18823
H 1.55053 1.96978 0.18171
H -1.38314 2.69288 0.51833
H -1.69233 1.60326 -1.74854
H 0.06253 1.50307 -1.90022
H -0.73234 3.07564 -1.83462
H 0.02798 0.51184 1.43624
H -0.52271 -0.08014 -0.12478
H -4.05250 0.36000 1.06275
H -3.18513 1.26523 -0.17944
H -4.05632 -0.91011 -1.06621
H -2.29242 -0.82927 -1.12683
H -4.02261 -2.29035 0.91995
H -3.83312 -6.27512 -1.01023
H -1.75146 -5.45108 -2.57764
H -1.28713 -2.26568 -2.78189
H 2.04945 -1.10089 -0.23859
H 3.49647 0.64903 -1.23520
H 3.27587 1.19647 -3.63177
H 1.64629 -0.01749 -5.02525
H 0.22382 -1.74517 -4.05001
H -0.97737 -2.16797 0.97411
H -2.06064 -2.88151 2.15783
H -2.94248 -0.67761 2.78408
H -1.17744 -0.64347 2.89063
*
```

Highest occupied orbital energy = -0.306 Eh
Kohn-Sham gap = 0.3235 hartree
SMILES = CC(C)=CCC[C@@H](C)CN1CCC(n2nccc2NC(=O)c2ccccc2)CC1

---

# C24H34N4O3

A structure of composition C24H34N4O3 at a distorted geometry (ωB97M-V/def2-TZVPD, OMol25).

Geometry as ORCA input:
```
! RIJCOSX wB97M-V def2-TZVPD def2/J DEFGRID3
* xyz 0 1
C -0.89895 -3.42591 -1.75663
C 0.18877 -3.31689 -0.72493
C 1.40965 -3.88539 -0.82030
C 2.24883 -3.91003 0.18783
C 1.96685 -3.26053 1.16913
C 0.68991 -2.48963 1.46333
C -0.30751 -2.64386 0.57440
C -1.47512 -1.75748 0.46977
N -1.62802 -0.68188 1.22941
C -2.84797 -0.37481 1.22022
C -3.59138 -1.03490 0.44925
O -2.72082 -2.05471 -0.08012
C -4.91077 -1.55221 -0.15068
H -5.24036 -2.31523 0.10325
H -5.02299 -1.11084 -1.21798
H -5.65433 -0.75693 0.67073
C -3.38960 0.74880 1.92793
N -3.23820 2.11693 1.26859
C -1.83310 2.94263 1.36140
C -0.80700 2.31046 0.72040
H -0.67426 1.22636 0.82990
H 0.01775 2.92120 0.96085
C -1.12739 2.46045 -0.82988
C -0.13618 1.78280 -1.63461
O 0.24942 2.43295 -3.09525
N 0.47713 0.54136 -1.43975
H 0.26684 0.04184 -0.47763
C 1.55504 0.07779 -2.14392
H 1.23503 -0.10915 -3.07426
C 2.83683 0.67478 -1.77638
N 3.01529 0.99911 -0.47061
C 3.69908 -0.23546 0.06286
H 3.26066 -1.11017 -0.02776
C 3.72390 -0.14091 1.68298
H 4.30817 -0.85515 2.19398
O 4.37753 1.41685 2.09854
C 3.67882 2.28963 1.27883
H 4.16952 3.21358 2.02105
C 3.62640 2.18822 -0.05519
H 2.95932 3.09431 -0.41483
H 4.76398 2.11447 -0.28275
H 2.47387 2.38577 2.05197
H 2.61406 -0.09553 2.10880
H 4.72240 -0.39873 -0.15406
H 2.56662 1.75856 -2.37441
H 3.81315 0.15410 -2.34768
H 1.69261 -1.22459 -1.72578
C -2.33677 1.51902 -1.12397
C -3.52548 2.29673 -0.31969
H -3.87509 3.31988 -0.41990
H -4.45540 1.69590 -0.40276
H -2.33192 0.63225 -1.09050
H -2.57923 1.91422 -2.29492
H -1.13943 3.31789 -1.07178
H -1.96499 3.82322 1.28393
H -1.66543 2.87157 2.70097
H -3.01456 0.94052 2.80455
H -4.59086 0.79824 2.03455
H 0.55144 -1.68268 2.28525
H 2.81959 -3.01154 2.40232
H 3.18918 -4.48869 0.04656
H 1.50926 -4.59634 -1.56781
H -1.23007 -2.43507 -2.23621
H -0.65585 -3.97766 -2.58041
H -1.80788 -4.08950 -1.48024
*
```

Highest occupied orbital energy = -0.305 Eh
Kohn-Sham gap = 0.2979 hartree

---

# C24H35BrN4O5

A cluster of 5 separate species, C24H35BrN4O5 in total at a distorted geometry (ωB97M-V/def2-TZVPD, OMol25).

Geometry as ORCA input:
```
! RIJCOSX wB97M-V def2-TZVPD def2/J DEFGRID3
* xyz 0 1
O -1.27306 -1.65654 2.71564
C -1.95628 -1.47789 1.78425
O -2.46791 -2.50207 1.01451
C -2.37253 -0.05761 1.36556
C -3.50351 0.46808 2.30653
C -4.89634 0.48028 1.62220
C -5.62521 -0.85041 1.75174
C -6.64557 -1.19136 0.97501
Br -7.47803 -0.22866 -0.41471
C -7.05117 -2.58694 1.45196
O -7.68699 -3.29348 0.77873
O -6.52030 -2.82196 2.67905
C -5.36971 -1.99017 2.70410
O -4.45710 -2.27188 3.34616
H -1.76894 -2.80376 0.41097
H -1.49217 0.59124 1.42662
H -2.70184 -0.06812 0.31926
H -3.24741 1.50576 2.56327
H -3.46735 -0.11999 3.22973
H -4.70364 0.62971 0.54862
H -5.52228 1.32038 1.94560
C -1.01944 5.72551 2.22972
C -0.40976 4.36817 2.56142
C 0.14227 3.64252 1.33219
C -0.91246 3.26859 0.38801
N -1.74073 2.97355 -0.35160
H -1.88803 5.62396 1.57633
H -1.34765 6.22481 3.14206
H -0.29146 6.37189 1.73481
H -1.15763 3.74673 3.05933
H 0.40657 4.51384 3.27188
H 0.66179 2.73684 1.65409
H 0.88274 4.26696 0.82789
C 2.03828 -2.14194 -0.24925
C 2.56295 -1.04742 -1.17124
C 1.77189 0.25224 -1.02902
C 0.39028 0.10407 -1.48230
N -0.69744 -0.01250 -1.82986
H 1.01337 -2.42121 -0.50159
H 2.65522 -3.03724 -0.33573
H 2.05903 -1.81736 0.79320
H 2.53837 -1.39311 -2.20752
H 3.61032 -0.85294 -0.92772
H 2.25364 1.03525 -1.61934
H 1.78771 0.58701 0.01068
C 3.02284 -6.15622 -1.60404
C 1.98248 -7.09876 -2.19802
C 0.86206 -6.36466 -2.93939
C 0.04321 -5.55078 -2.04199
N -0.59916 -4.91138 -1.33789
H 2.58525 -5.51063 -0.84027
H 3.82539 -6.72679 -1.13550
H 3.46549 -5.52342 -2.37668
H 1.56251 -7.72058 -1.40476
H 2.47875 -7.77167 -2.90070
H 0.21851 -7.09634 -3.43213
H 1.28204 -5.73408 -3.72578
C 3.69165 5.43680 -2.06676
C 5.08151 4.82401 -1.93549
C 5.04869 3.33031 -1.60097
C 4.48619 3.07087 -0.27575
N 4.04352 2.87150 0.76522
H 3.14613 5.39410 -1.12198
H 3.76734 6.48462 -2.35822
H 3.10363 4.91742 -2.82634
H 5.64647 5.36621 -1.17440
H 5.61359 4.95493 -2.88003
H 6.06509 2.93233 -1.63293
H 4.47433 2.78938 -2.35645
*
```

Highest occupied orbital energy = -0.360 Eh
Kohn-Sham gap = 0.3602 hartree
SMILES = O=C(O)CCCC1=C(Br)C(=O)OC1=O.CCCC#N.CCCC#N.CCCC#N.CCCC#N

---

# C24H35F13N2O11S3

A cluster of 5 separate species, C24H35F13N2O11S3 in total at a distorted geometry (ωB97M-V/def2-TZVPD, OMol25).

Geometry as ORCA input:
```
! RIJCOSX wB97M-V def2-TZVPD def2/J DEFGRID3
* xyz 0 1
O 0.26315 8.43330 -0.70487
S -0.86838 8.19401 -1.62596
O -1.55430 9.46119 -1.93942
F -1.89107 7.18686 -0.88642
N -0.21346 7.45991 -3.01369
C -1.22653 7.20964 -4.06782
C -2.22426 6.06284 -3.75885
C -1.54698 4.65373 -3.59964
S -0.81516 4.53878 -1.92065
C -0.03780 2.90347 -1.73370
S -0.88867 1.53891 -2.14989
N 1.28941 2.85327 -1.20499
C 2.26151 3.60309 -2.01133
C 2.98978 4.73898 -1.20833
O 2.11197 5.50450 -0.41135
C 1.41070 4.71633 0.53810
C 1.35578 3.18630 0.22264
H 0.40787 8.18263 -3.38386
H -1.77586 8.13510 -4.34653
H -0.66101 6.91283 -4.97560
H -2.92309 6.01819 -4.61759
H -2.83570 6.22965 -2.85289
H -2.35812 3.90079 -3.65102
H -0.83060 4.51523 -4.42705
H 1.84749 3.96091 -2.97362
H 3.06720 2.88107 -2.28415
H 3.55734 5.35861 -1.91897
H 3.73009 4.23198 -0.54654
H 1.77457 4.87135 1.57706
H 0.36193 5.08672 0.53560
H 2.28331 2.72999 0.64639
H 0.48155 2.72569 0.71898
C 2.43786 -1.49333 4.46748
C 2.94423 -0.20875 5.09081
O 3.96849 0.39343 4.27950
C 3.53854 1.08096 3.22700
O 2.39357 1.22131 2.92493
C 4.72678 1.69482 2.48711
F 5.71267 0.81472 2.31038
F 5.24447 2.72007 3.16717
F 4.40488 2.15801 1.27657
H 3.26551 -2.17772 4.27665
H 1.71977 -1.98202 5.12332
H 1.95305 -1.30231 3.50953
H 3.40494 -0.42247 6.05447
H 2.13419 0.49977 5.26914
C -1.78130 -5.92577 4.76142
C -0.46448 -6.56284 5.15569
O 0.49991 -6.46248 4.09309
C 1.11121 -5.28798 3.97757
O 0.91610 -4.34142 4.67599
C 2.13081 -5.33686 2.84491
F 1.62569 -5.89371 1.74301
F 3.20265 -6.05285 3.19373
F 2.55854 -4.12474 2.51050
H -2.15110 -6.35695 3.82955
H -2.51888 -6.07376 5.53809
H -1.66486 -4.85396 4.59555
H -0.60909 -7.62718 5.33644
H -0.06611 -6.12950 6.07398
C -7.03355 -5.38345 0.65917
C -5.62258 -5.52081 1.19386
O -5.58506 -5.30754 2.61488
C -5.96209 -6.34087 3.36418
O -6.31854 -7.39756 2.94589
C -5.83177 -5.99057 4.84225
F -6.34772 -4.79344 5.12209
F -4.54622 -5.96275 5.22057
F -6.45011 -6.86812 5.62125
H -7.45638 -4.41806 0.94144
H -7.04107 -5.46985 -0.42737
H -7.68740 -6.15317 1.07012
H -4.98493 -4.75515 0.75395
H -5.18815 -6.48918 0.94240
C 3.97656 -1.42934 -5.91219
C 2.63993 -1.66392 -5.23813
O 1.78418 -0.51876 -5.37521
C 1.16401 -0.39720 -6.54582
O 1.27085 -1.15267 -7.46116
C 0.26113 0.83092 -6.53296
F 0.88127 1.90510 -6.03611
F -0.82369 0.62410 -5.78454
F -0.15795 1.15821 -7.74990
H 4.44227 -0.51958 -5.52995
H 4.64655 -2.27123 -5.73712
H 3.85812 -1.30188 -6.98865
H 2.78603 -1.80843 -4.16852
H 2.14558 -2.55713 -5.62203
*
```

Highest occupied orbital energy = -0.303 Eh
Kohn-Sham gap = 0.2910 hartree
SMILES = O=S(=O)(F)NCCCSC(=S)N1CCOCC1.CCOC(=O)C(F)(F)F.CCOC(=O)C(F)(F)F.CCOC(=O)C(F)(F)F.CCOC(=O)C(F)(F)F

---

- Among the records above, which one has the highest Kohn-Sham gap?
  C24H35BrN4O5